[1]
Formula: C5H13NO2
Source: OMol25
Level of theory: ωB97M-V/def2-TZVPD

Last column: Mulliken charge in e.
Atoms and positions in Å:
C (-0.20101, -1.36313, 0.18367)  -0.1634
C (-0.09874, 0.89873, 1.72417)  -1.1919
C (-1.65403, -1.15299, -0.24031)  -1.2999
C (0.70885, -0.21906, 1.13117)  0.8844
N (0.60639, -1.90804, -0.90732)  -0.5633
O (1.75055, -0.61723, 1.60642)  -0.5710
H (-0.24970, -2.13042, 0.97168)  0.3970
H (0.34991, -2.87528, -1.09410)  0.2569
H (1.58902, -1.89012, -0.62482)  0.2405
H (0.55776, 1.75985, 1.87087)  0.3309
H (-0.89801, 1.22363, 1.05986)  0.2439
H (-0.50284, 0.58873, 2.68903)  0.3333
H (-2.12043, -2.10732, -0.50828)  0.4012
H (-2.24202, -0.73135, 0.58102)  0.3380
H (-1.72809, -0.48190, -1.10035)  0.2625
C (0.70451, 2.21354, -1.31737)  -0.6552
O (1.20761, 0.96996, -0.86954)  -0.4788
H (0.46722, 0.17861, -0.83332)  0.4450
H (0.94295, 2.33634, -2.37668)  0.2712
H (1.18922, 3.02422, -0.76607)  0.2437
H (-0.37911, 2.28323, -1.17973)  0.2750

The calculation puts the molecular weight at 119.16 u. The HOMO-LUMO gap is 10.0644 eV. The LUMO energy is 0.82 eV. The electronic energy is -10979.0669 eV. The value obtained for the energy above the lowest of the compared OMol25 structures with the same formula, charge and spin is 64.8 kcal/mol.

[2]
Formula: C39H47GeI2N4O3SiTa
Source: OMol25
Level of theory: ωB97M-V/def2-TZVPD

Last column: Mulliken charge in e.
Atoms and positions in Å:
Ta (-0.60431, 0.04982, -0.27396)  2.2983
I (-4.97924, -2.24880, -6.29961)  0.1848
C (-4.05447, -1.43830, -4.62176)  -0.6965
C (-4.12239, -0.07232, -4.39158)  -0.1314
C (-3.51229, 0.49020, -3.27351)  -0.5120
I (-3.49881, 2.55488, -3.06070)  0.0649
C (-2.85791, -0.34606, -2.39067)  -0.4303
O (-2.25513, 0.07413, -1.24737)  -0.0618
C (-2.75208, -1.71527, -2.63178)  0.5626
C (-1.91988, -2.48667, -1.65686)  -0.4460
N (-0.56324, -1.84476, -1.46412)  -0.5914
C (0.09311, -1.70873, -2.80419)  -1.6188
C (0.10247, -0.30263, -3.33077)  1.1448
C (0.05127, -0.07465, -4.69401)  -0.9482
C (0.24329, 1.21016, -5.17229)  -0.8459
C (0.48832, 2.22711, -4.26087)  -1.0635
C (0.47981, 1.92841, -2.91590)  -0.1862
N (0.28103, 0.69103, -2.43215)  0.7361
C (-3.34996, -2.26584, -3.75152)  -0.4203
H (-4.64574, 0.56401, -5.09230)  0.4517
H (-1.75195, -3.50034, -2.02379)  0.7255
H (-2.40799, -2.55743, -0.68364)  -0.4400
H (-0.00464, -2.51178, -0.92808)  -0.4232
H (-0.39433, -2.37330, -3.51493)  0.6901
H (1.12381, -2.04294, -2.72323)  0.9259
H (-0.12459, -0.90471, -5.36528)  0.5916
H (0.20911, 1.41251, -6.23435)  0.4716
H (0.66188, 3.24399, -4.58185)  0.5340
H (0.63175, 2.72276, -2.19836)  0.3113
H (-3.27038, -3.32765, -3.94980)  0.5581
N (-4.13196, 4.84600, 0.37581)  -0.2767
C (-3.17741, 4.60277, 1.29595)  0.0710
O (-3.30494, 4.73972, 2.49038)  -0.5757
C (-1.85256, 4.07379, 0.78892)  -0.1904
C (-0.67913, 4.77726, 1.04262)  -0.5345
C (0.54225, 4.18538, 0.75790)  -1.2636
C (0.56130, 2.89254, 0.28101)  -0.6901
N (-0.57457, 2.21300, 0.02694)  0.2861
C (-1.76358, 2.80643, 0.25734)  -0.2253
H (-5.01054, 5.22856, 0.69029)  0.2649
H (-3.93984, 4.81727, -0.60903)  0.1467
H (-0.72828, 5.76248, 1.48904)  0.5468
H (1.47686, 4.69306, 0.94869)  0.5717
H (1.49397, 2.36119, 0.12930)  0.7812
H (-2.64939, 2.21379, 0.06107)  0.7162
C (1.94862, -3.58666, 0.66908)  -1.2118
C (3.05634, -2.55110, 0.43278)  2.5324
C (3.37382, -2.38686, -1.05556)  -1.6621
C (4.33105, -3.03406, 1.14322)  -1.8897
Si (2.60063, -0.84806, 1.08750)  -1.1618
O (1.06286, -0.39211, 0.42791)  0.4780
C (2.28685, -0.76043, 2.91806)  1.0411
C (1.43197, -1.67268, 3.54967)  -0.2711
C (1.15058, -1.57520, 4.90340)  -0.8501
C (1.72143, -0.55918, 5.65822)  -0.6746
C (2.56326, 0.36097, 5.05268)  -0.8171
C (2.83881, 0.26269, 3.69530)  -0.4598
C (3.81082, 0.42264, 0.47264)  0.9867
C (3.55631, 1.17556, -0.67776)  -0.0330
C (4.49277, 2.06875, -1.17829)  -0.8132
C (5.71445, 2.21930, -0.53609)  -0.7602
C (5.99670, 1.46672, 0.59487)  -0.8845
C (5.05435, 0.57722, 1.09308)  -0.4430
H (2.10187, -4.46594, 0.03717)  0.5125
H (0.93453, -3.20679, 0.48545)  -0.1202
H (1.94777, -3.93203, 1.70278)  0.3800
H (3.53090, -3.35815, -1.53351)  0.6056
H (4.27633, -1.79259, -1.20263)  0.3323
H (2.57664, -1.85956, -1.57981)  0.1451
H (4.62212, -4.01224, 0.75030)  0.5122
H (4.18326, -3.14117, 2.21962)  0.3632
H (5.17080, -2.35682, 0.97686)  0.3791
H (0.97574, -2.48004, 2.98763)  0.2902
H (0.49453, -2.29613, 5.37395)  0.4954
H (1.50996, -0.48576, 6.71675)  0.4248
H (3.00713, 1.15545, 5.63788)  0.4554
H (3.48898, 1.00134, 3.24321)  0.4026
H (2.62791, 1.03313, -1.22449)  0.3534
H (4.28001, 2.63737, -2.07509)  0.4986
H (6.44938, 2.91321, -0.92178)  0.4321
H (6.95275, 1.57141, 1.09025)  0.4673
H (5.30131, 0.00185, 1.97837)  0.5092
C (-4.66380, 0.16713, 0.98511)  -1.0332
Ge (-3.36007, -0.83274, 2.04039)  1.0741
C (-3.61971, -0.51706, 3.94322)  -1.3328
C (-3.39186, -2.77105, 1.71413)  -1.2700
C (-1.53310, -0.13858, 1.61855)  -0.4642
H (-5.66328, -0.22803, 1.17236)  0.5186
H (-4.47628, 0.10481, -0.08670)  0.1192
H (-4.67002, 1.21630, 1.28829)  0.2774
H (-4.54449, -0.98679, 4.27810)  0.3947
H (-3.67754, 0.55003, 4.15897)  0.3898
H (-2.79257, -0.94052, 4.51402)  0.4139
H (-3.52894, -3.28451, 2.66603)  0.4833
H (-2.44725, -3.13686, 1.30564)  0.2664
H (-4.20481, -3.07296, 1.05360)  0.3846
H (-0.85564, -0.73794, 2.24464)  -0.1656
H (-1.55286, 0.83465, 2.13298)  0.3348

The calculation puts the molecular weight at 1155.28 u. The HOMO-LUMO gap is 6.7536 eV. The LUMO energy is -6.54 eV. The electronic energy is -135447.9211 eV. The value obtained for the energy above the lowest of the compared OMol25 structures with the same formula, charge and spin is 17.6 kcal/mol. As for the total charge: +2.